i:
Below is one molecule with the formula C3H8N2, with properties calculated with ωB97M-V/def2-TZVPD.

## Properties
Highest occupied orbital energy: -8.723 eV
Orbital gap: 0.3574 hartree
Spin multiplicity: 1

Each line ends with the Löwdin charge.
Element x y z (Å)
C  -1.3760  1.6879  -0.8016  -0.113
C  -0.1745  0.8034  -0.4909  -0.325
N  -0.5593  -0.4882  0.0430  0.000
C  0.3246  -1.2973  0.4366  -0.305
N  1.5976  -0.9485  0.8700  0.076
H  -2.1181  1.7127  -0.0058  0.067
H  -0.9946  2.6697  -1.0638  0.064
H  -1.9255  1.2342  -1.6310  0.067
H  0.4099  0.7125  -1.4081  0.113
H  0.4035  1.2860  0.3166  0.102
H  0.1445  -2.3653  0.5308  0.108
H  2.1256  -0.1713  0.5213  0.072
H  2.0764  -1.5740  1.4905  0.075

***

ii:
Below is one molecule with the formula C3H8N2, with properties calculated with ωB97M-V/def2-TZVPD.

## Properties
Highest occupied orbital energy: -7.827 eV
Orbital gap: 0.3344 hartree
Spin multiplicity: 1

Each line ends with the Löwdin charge.
Element x y z (Å)
C  -1.6538  -0.3303  -0.5030  -0.130
N  -0.3139  0.1854  -0.6761  -0.200
C  0.3037  1.0890  0.4693  -0.074
C  1.3697  -0.0441  0.5914  -0.205
N  0.6358  -0.8969  -0.3206  -0.063
H  -1.6899  -0.9260  -1.4454  0.087
H  -1.6453  -0.9941  0.3639  0.069
H  -2.4732  0.3751  -0.4535  0.071
H  -0.2887  1.2238  1.3498  0.092
H  0.8131  1.9096  0.0472  0.076
H  2.3235  0.3498  0.1800  0.104
H  1.6114  -0.4980  1.4915  0.067
H  1.0075  -1.4434  -1.0946  0.107

***

iii:
Below is a 2-piece molecular cluster, C3H8N2 overall, with properties calculated with ωB97M-V/def2-TZVPD.

## Properties
Highest occupied orbital energy: -9.176 eV
Orbital gap: 0.3736 hartree
Spin multiplicity: 1

Each line ends with the Löwdin charge.
Element x y z (Å)
H  1.8249  -1.7237  -0.4832  0.015
N  1.1448  -1.6100  -1.2167  0.033
C  -0.0546  -1.4166  -0.8085  -0.411
N  -1.0566  -1.2730  -1.6998  0.073
H  -0.1842  -1.3485  0.2722  0.110
H  -0.6833  -1.2190  -2.6373  0.098
H  -1.9313  -0.9039  -1.3972  0.081
C  -0.5313  2.3693  2.0007  -0.079
C  0.6604  1.8871  1.6877  -0.091
H  -0.8192  2.4165  3.0436  0.043
H  -1.2898  2.6363  1.2829  0.042
H  1.4748  1.7172  2.3817  0.044
H  1.0572  1.8398  0.6792  0.043

***

Which one sits at the top of the stability order? i does.

***

i:
Below is one molecule with the formula C6H7Br2N, with properties calculated with ωB97M-V/def2-TZVPD.

## Properties
Highest occupied orbital energy: -7.670 eV
Orbital gap: 0.2998 hartree
Spin multiplicity: 1

Each line ends with the Löwdin charge.
Element x y z (Å)
C  -0.2988  1.4412  1.7677  -0.111
N  0.0389  0.6057  0.6439  -0.198
C  1.0665  -0.2816  0.5263  -0.630
Br  2.5939  -0.0005  1.7128  0.736
C  1.1891  -1.1485  -0.4880  -0.139
C  0.1345  -1.3851  -1.5199  -0.204
C  -0.9101  -0.4203  -1.3440  -0.164
C  -0.9914  0.4875  -0.3688  -0.569
Br  -2.4024  1.8373  -0.4152  0.746
H  -1.2999  0.9963  2.1102  0.115
H  0.4096  1.2135  2.4624  0.002
H  -0.3836  2.3968  1.5270  0.021
H  1.9295  -1.8814  -0.3855  0.074
H  0.5777  -1.2641  -2.5379  0.125
H  -0.1492  -2.4504  -1.5201  0.117
H  -1.5045  -0.1463  -2.1708  0.079

***

ii:
Below is a 2-piece molecular cluster, C6H7Br2N overall, with properties calculated with ωB97M-V/def2-TZVPD.

## Properties
Highest occupied orbital energy: -9.609 eV
Orbital gap: 0.3440 hartree
Spin multiplicity: 1

Each line ends with the Löwdin charge.
Element x y z (Å)
Br  1.8370  -0.1119  2.5776  0.528
C  1.9794  -0.1119  0.5038  -0.446
C  0.6814  0.2155  -0.0195  -0.423
C  0.2998  1.5469  -0.3362  0.002
C  -1.0394  1.8042  -0.6652  -0.038
C  -1.9247  0.7009  -0.6093  -0.021
C  -1.4207  -0.6464  -0.3453  -0.124
N  -0.2153  -0.7790  0.0308  0.015
H  2.6816  0.6669  0.1357  0.081
H  2.3333  -1.1219  0.1419  0.086
H  0.9833  2.3105  -0.4332  0.084
H  -1.6584  2.6162  -0.9009  0.088
H  -2.9621  0.8379  -0.8202  0.085
H  -2.0714  -1.5175  -0.4483  0.114
Br  0.3755  -3.8494  0.4992  0.393
H  0.1207  -2.5610  0.6891  -0.424

***

Which one sits at the top of the stability order? ii does.

***

i:
Below is a 5-piece molecular cluster, C3H16O4 overall, with properties calculated with ωB97M-V/def2-TZVPD.

## Properties
Highest occupied orbital energy: -10.766 eV
Orbital gap: 0.4120 hartree
Spin multiplicity: 1

Each line ends with the Löwdin charge.
Element x y z (Å)
C  0.5014  -1.1134  2.2561  -0.114
C  0.0913  -0.3890  0.9738  -0.330
C  -0.5520  0.9688  1.1809  -0.121
H  0.7076  -0.3851  3.0363  0.068
H  1.3365  -1.7811  2.0722  0.068
H  -0.3228  -1.6856  2.6713  0.061
H  -0.4315  -1.1151  0.3410  0.094
H  0.9942  -0.2199  0.3954  0.070
H  -1.4164  0.9421  1.8508  0.069
H  0.2029  1.6625  1.5467  0.078
H  -0.9072  1.3550  0.2201  0.054
O  3.1217  1.1509  -0.1654  -0.069
H  3.8244  0.5245  0.0486  0.039
H  2.7075  0.7959  -0.9628  -0.008
O  1.7141  -0.2287  -2.6273  -0.066
H  1.9881  0.5117  -3.1862  0.048
H  0.7513  -0.1468  -2.5505  -0.002
O  -1.1281  0.3539  -2.2998  -0.059
H  -1.5953  1.1628  -2.5430  0.058
H  -1.8147  -0.0568  -1.7439  0.005
O  -3.2197  -0.6433  -0.5592  -0.050
H  -2.9012  -0.2243  0.2568  0.040
H  -3.6523  -1.4389  -0.2121  0.066

***

ii:
Below is a 5-piece molecular cluster, C3H16O4 overall, with properties calculated with ωB97M-V/def2-TZVPD.

## Properties
Highest occupied orbital energy: -11.170 eV
Orbital gap: 0.4238 hartree
Spin multiplicity: 1

Each line ends with the Löwdin charge.
Element x y z (Å)
C  0.5663  -0.6176  -0.2109  -0.117
C  -0.8718  -0.8536  0.3144  -0.313
C  -1.3072  0.2986  1.2672  -0.129
H  0.5602  -0.7682  -1.2800  0.067
H  1.2843  -1.2968  0.2695  0.059
H  0.8542  0.3001  0.3189  0.034
H  -1.2336  -1.8404  0.6329  0.092
H  -1.5305  -0.6992  -0.5462  0.084
H  -0.7813  0.2052  2.2286  0.058
H  -1.1884  1.2517  0.7503  0.074
H  -2.3459  0.1125  1.5173  0.059
O  3.4848  1.2811  -1.9918  -0.054
H  3.5663  1.8644  -1.2353  0.027
H  3.0998  0.5125  -1.5656  0.013
O  2.1073  1.5506  1.7297  -0.045
H  1.4516  2.0453  2.1828  0.021
H  2.1815  0.6631  2.1100  0.045
O  0.4117  -2.2300  3.1063  -0.040
H  -0.0850  -3.0491  3.0739  0.042
H  1.3059  -2.3549  2.8210  0.022
O  -4.2381  1.2176  -5.3226  -0.075
H  -3.7860  1.8039  -4.6857  0.041
H  -3.5064  0.6028  -5.4848  0.034

***

Which one sits at the top of the stability order? i does.

***

i:
Below is one molecule with the formula C5H10N2S, with properties calculated with ωB97M-V/def2-TZVPD.

## Properties
Highest occupied orbital energy: -8.668 eV
Orbital gap: 0.3428 hartree
Spin multiplicity: 1

Each line ends with the Löwdin charge.
Element x y z (Å)
H  1.6038  0.8897  -2.0932  0.013
N  1.9088  -0.0625  -2.1044  0.091
C  1.4176  -0.7575  -1.1576  -0.293
N  0.4173  -0.5960  -0.2308  -0.134
C  0.1385  -1.7084  0.6545  -0.047
C  -0.2677  0.6208  -0.2074  -0.397
C  -0.8204  1.2363  -1.2556  0.067
C  -0.3868  1.2871  1.1537  -0.512
S  -1.9290  0.9477  2.0597  0.706
H  1.7409  -1.8038  -1.1354  0.109
H  0.4353  -1.4227  1.6634  0.083
H  -0.9324  -1.9150  0.6971  0.084
H  0.6864  -2.5913  0.3199  0.089
H  -0.8551  0.7379  -2.2316  0.082
H  -1.3956  2.1540  -1.1326  0.075
H  -0.3803  2.4010  1.0816  0.083
H  0.4408  0.9792  1.7913  0.067
H  -1.8220  -0.3965  2.1274  -0.165

***

ii:
Below is one molecule with the formula C5H10N2S, with properties calculated with ωB97M-V/def2-TZVPD.

## Properties
Highest occupied orbital energy: -8.405 eV
Orbital gap: 0.3385 hartree
Spin multiplicity: 1

Each line ends with the Löwdin charge.
Element x y z (Å)
N  -2.2605  -0.6539  1.3826  0.024
C  -0.9047  -0.6052  1.0826  -0.464
C  -0.1764  -1.7525  0.3969  -0.171
N  0.3855  -1.6463  -1.0016  -0.111
C  1.2546  -0.4698  -1.2845  -0.292
C  1.2989  0.5132  -0.1350  -0.551
S  0.5416  2.1375  -0.2490  0.824
C  -0.3686  0.5313  0.0984  -0.454
H  -2.8635  -0.8915  0.6381  0.050
H  -2.6333  0.3888  1.5533  0.154
H  -0.3584  -0.3590  2.0681  0.153
H  0.8444  -1.7457  0.9202  0.130
H  -0.7609  -2.6131  0.6449  0.108
H  -0.2634  -1.7245  -1.8510  0.129
H  0.7664  0.0381  -2.1959  0.132
H  2.3223  -0.8024  -1.4857  0.114
H  1.6911  0.1570  0.9066  0.131
H  -0.9076  0.1516  -0.8321  0.094

***

iii:
Below is C5H10N2S as an isolated structure, with properties calculated with ωB97M-V/def2-TZVPD.

## Properties
Highest occupied orbital energy: -8.458 eV
Orbital gap: 0.2990 hartree
Spin multiplicity: 1

Each line ends with the Löwdin charge.
Element x y z (Å)
C  1.9642  -0.3734  0.1372  -0.184
C  1.4647  0.3818  -1.1144  -0.276
C  0.0061  0.0622  -1.3962  -0.180
C  -1.6436  1.4125  0.1850  -0.497
C  -1.5818  -1.1090  1.6738  -0.060
H  3.1700  -0.5573  0.0947  0.110
H  1.5502  0.1840  0.9969  0.042
H  1.2839  -1.5088  0.3432  0.147
H  1.6696  1.5517  -1.0485  0.141
H  2.1013  -0.3239  -1.9571  0.165
H  -0.4362  0.7555  -2.0179  0.072
H  -0.0482  -0.9185  -1.6162  0.069
H  -1.8464  2.1327  -0.9158  0.154
H  -1.6006  -2.0841  2.0134  0.046
H  -1.8140  -0.4848  2.4374  -0.049
N  -0.9727  0.1523  -0.2036  -0.189
N  -0.9201  -1.0237  0.5778  -0.001
S  -2.3464  1.7508  1.8103  0.491

***

iv:
Below is one molecule with the formula C5H10N2S, with properties calculated with ωB97M-V/def2-TZVPD.

## Properties
Highest occupied orbital energy: -8.774 eV
Orbital gap: 0.3203 hartree
Spin multiplicity: 1

Each line ends with the Löwdin charge.
Element x y z (Å)
H  -0.8070  3.1793  -0.1962  0.044
N  0.1581  2.9247  0.1202  0.087
C  0.3662  1.6273  0.1252  -0.213
N  -0.5312  0.5277  -0.0726  -0.129
C  -1.8753  0.7601  0.0120  -0.655
S  -3.1495  -0.2646  -0.1922  0.636
C  0.0042  -0.8467  -0.1501  -0.416
C  1.1805  -0.9022  -1.1775  -0.055
C  0.3761  -1.3766  1.2386  -0.052
H  1.4143  1.2681  0.3583  0.125
H  -2.1337  1.7938  0.1493  0.038
H  -0.8339  -1.4636  -0.5362  0.096
H  2.0240  -0.2484  -0.9149  0.063
H  1.5725  -1.9228  -1.2926  0.080
H  0.8377  -0.5721  -2.1892  0.093
H  0.6069  -2.4834  1.1469  0.106
H  -0.4376  -1.2335  1.9080  0.058
H  1.2277  -0.7672  1.6628  0.093

***

Which one sits at the top of the stability order? iv does.